[1]
70
Properties=species:S:1:pos:R:3:mulliken_charge:R:1 method="wB97M-V/def2-TZVPD" total_charge=0 homo_lumo_gap_ev=7.318
C -1.726 -0.058 4.916 -0.652
C -2.967 0.494 4.245 0.574
O -4.007 0.482 4.847 -0.587
O -2.963 0.955 2.961 -0.244
C -1.937 1.910 2.647 -0.223
C -2.102 2.279 1.169 -0.216
C -0.834 2.902 0.562 -0.360
C -0.850 2.870 -0.991 -0.548
C 0.103 1.797 -1.579 -1.088
C -0.479 0.409 -1.359 1.321
C -1.744 0.146 -1.825 -0.203
C -2.370 -1.044 -1.648 -1.253
C -1.701 -2.029 -0.972 0.738
C -0.417 -1.826 -0.520 0.990
C 0.222 -0.608 -0.710 -0.070
P 1.950 -0.426 -0.101 -0.283
P 1.755 -0.294 2.069 0.964
O 1.789 1.095 2.529 -0.657
O 2.924 -1.231 2.677 -0.480
O 0.327 -0.980 2.432 -0.236
C 0.216 -2.988 0.207 -0.616
O 1.375 -3.299 0.119 -0.420
C -0.745 -3.789 1.046 -0.641
C -1.970 -3.975 0.613 0.409
P -3.254 -4.906 1.523 0.545
N -2.896 -5.296 3.012 -0.828
C -2.355 -3.351 -0.703 -0.380
O -3.108 -3.892 -1.471 -0.559
H -0.840 0.515 4.637 0.304
H -1.839 -0.018 5.995 0.352
H -1.563 -1.098 4.631 0.103
H -0.926 1.552 2.856 -0.079
H -2.087 2.830 3.226 0.289
H -2.288 1.353 0.620 -0.013
H -2.957 2.955 1.114 0.328
H -0.740 3.949 0.864 0.502
H 0.049 2.389 0.957 0.068
H -1.884 2.729 -1.312 0.532
H -0.477 3.827 -1.372 -0.168
H 0.983 1.849 -0.949 0.028
H 0.322 1.989 -2.628 0.432
H -2.273 0.925 -2.360 0.403
H -3.368 -1.262 -2.005 0.508
H 2.479 0.797 -0.544 0.151
H 2.588 -1.570 3.524 0.318
H 0.470 -1.900 2.703 0.187
H -0.418 -4.193 2.002 0.316
H -3.574 -6.032 0.733 0.106
H -4.371 -4.039 1.548 0.099
H -1.959 -4.973 3.234 0.272
C 4.039 -6.158 -3.227 -0.963
S 3.262 -4.535 -3.216 0.610
O 3.613 -3.871 -4.498 -0.660
C 4.313 -3.827 -1.941 -0.842
H 3.552 -6.759 -3.992 0.318
H 5.099 -6.058 -3.460 0.303
H 3.907 -6.630 -2.254 0.332
H 5.356 -3.877 -2.255 0.445
H 4.169 -4.373 -1.008 0.311
H 4.020 -2.788 -1.800 0.139
C 2.438 7.273 -2.349 -1.010
S 0.963 6.432 -1.762 0.523
O 1.015 5.041 -2.286 -0.602
C -0.199 7.343 -2.787 -0.965
H 3.299 6.824 -1.859 0.332
H 2.526 7.152 -3.429 0.307
H 2.381 8.330 -2.089 0.385
H 0.060 7.217 -3.838 0.314
H -0.174 8.398 -2.514 0.383
H -1.195 6.945 -2.605 0.303

[2]
69
Properties=species:S:1:pos:R:3:mulliken_charge:R:1 method="wB97M-V/def2-TZVPD" total_charge=-2 e_above_lowest_ev=0.000 homo_lumo_gap_ev=6.144
Ag 1.034 -1.356 -1.258 0.256
O 6.069 -0.231 -5.216 -0.597
C 4.978 -0.430 -4.402 1.294
C 4.610 0.498 -3.447 -0.353
C 3.503 0.233 -2.658 -0.158
N 2.790 -0.886 -2.784 0.050
C 3.137 -1.772 -3.724 0.106
C 4.229 -1.579 -4.559 -0.602
C 2.259 -3.032 -3.931 0.188
O 2.535 -3.697 -4.950 -0.808
O 1.364 -3.226 -3.085 -0.593
C 3.051 1.293 -1.626 -0.152
O 3.722 2.344 -1.619 -0.829
O 2.049 1.003 -0.939 -0.313
H 6.456 0.615 -4.969 0.279
H 5.137 1.432 -3.290 0.417
H 4.449 -2.319 -5.315 0.509
C 1.430 0.599 -5.642 -0.109
C 1.327 1.586 -4.673 -0.918
C 0.518 1.351 -3.571 0.160
N -0.170 0.225 -3.399 -0.228
C -0.072 -0.713 -4.339 -0.078
C 0.712 -0.574 -5.477 -0.544
H 2.084 0.728 -6.496 0.375
H 1.895 2.506 -4.738 0.381
H 0.455 2.077 -2.768 0.229
H -0.600 -1.640 -4.150 0.347
H 0.803 -1.399 -6.170 0.323
C -2.174 2.826 2.090 -1.051
Si -0.938 1.668 1.226 -0.103
C 0.779 2.253 1.689 -0.898
C -1.228 1.798 -0.617 0.053
Si -1.315 -0.508 2.009 0.289
Te -0.524 -2.414 0.645 -0.295
Si -0.323 -0.669 4.113 0.202
C -0.695 0.807 5.244 -1.025
C 1.543 -0.805 3.942 -1.036
C -0.932 -2.211 5.020 -1.096
Si -3.614 -0.776 2.308 0.289
C -4.542 -0.211 0.766 -1.115
C -4.050 -2.587 2.597 -1.056
C -4.325 0.178 3.784 -1.047
H -1.962 3.863 1.809 0.398
H -2.112 2.752 3.178 0.246
H -3.203 2.603 1.793 0.212
H 0.947 3.267 1.311 0.421
H 1.526 1.620 1.208 0.097
H 0.923 2.256 2.773 0.312
H -1.051 2.824 -0.956 0.461
H -2.246 1.507 -0.885 0.324
H -0.529 1.145 -1.144 -0.624
H -0.286 1.729 4.826 0.262
H -0.251 0.657 6.234 0.381
H -1.771 0.948 5.373 0.252
H 1.960 0.102 3.500 0.281
H 1.789 -1.635 3.276 0.261
H 2.023 -0.973 4.912 0.344
H -1.991 -2.125 5.278 0.239
H -0.368 -2.376 5.944 0.371
H -0.810 -3.088 4.379 0.297
H -4.130 -0.709 -0.115 0.293
H -4.439 0.867 0.616 0.268
H -5.609 -0.447 0.832 0.364
H -3.645 -3.200 1.790 0.296
H -5.136 -2.725 2.636 0.328
H -3.623 -2.947 3.536 0.252
H -4.119 1.248 3.716 0.304
H -3.895 -0.187 4.721 0.233
H -5.410 0.041 3.838 0.385

[3]
63
Properties=species:S:1:pos:R:3:mulliken_charge:R:1 method="wB97M-V/def2-TZVPD" total_charge=-1 homo_lumo_gap_ev=7.079
C -3.767 -2.882 4.595 -1.104
C -2.397 -3.355 4.125 -0.123
C -2.423 -4.152 2.805 -0.343
C -3.419 -3.631 1.771 -0.654
O -3.386 -2.247 1.570 -0.557
Al -1.868 -1.579 0.793 -0.779
C -0.675 -3.020 0.022 -1.149
C 0.719 -3.214 0.702 -0.247
C 1.870 -3.024 -0.309 -1.437
C -2.377 -0.353 -0.752 -0.934
C -1.037 0.044 -1.451 0.158
C -0.721 1.553 -1.396 -0.795
C -0.141 2.031 -2.730 -0.586
C 0.361 3.478 -2.598 -0.737
C 1.067 3.941 -3.896 -0.817
C 2.582 3.706 -3.798 -0.599
S 3.362 4.971 -4.866 -0.188
C 5.064 4.887 -4.501 0.542
N 5.936 5.016 -5.410 -0.343
N 7.166 4.966 -4.758 -0.373
C 6.934 4.798 -3.547 0.010
O 5.596 4.734 -3.282 -0.278
C -0.988 -0.377 2.169 0.052
C -1.663 0.159 3.257 -0.088
C -1.022 0.946 4.165 -0.336
N 0.264 1.296 4.154 -0.710
C 0.889 0.805 3.086 -0.479
C 0.348 0.015 2.116 0.060
H -3.837 -2.828 5.681 0.383
H -4.566 -3.542 4.262 0.287
H -4.007 -1.893 4.213 0.145
H -2.000 -4.004 4.909 0.446
H -1.678 -2.545 4.015 0.022
H -1.405 -4.242 2.425 -0.043
H -2.743 -5.170 3.062 0.477
H -4.420 -3.880 2.152 0.500
H -3.326 -4.201 0.837 0.258
H -1.168 -3.994 0.015 0.548
H -0.492 -2.793 -1.030 0.764
H 0.868 -2.612 1.598 0.252
H 0.784 -4.255 1.025 0.456
H 2.018 -3.976 -0.817 0.403
H 2.783 -2.734 0.208 0.317
H 1.617 -2.298 -1.079 0.281
H -3.034 -0.862 -1.455 0.365
H -2.833 0.563 -0.372 0.404
H -1.051 -0.340 -2.474 0.519
H -0.198 -0.462 -0.962 -0.400
H -1.578 2.147 -1.085 0.398
H 0.066 1.689 -0.651 0.237
H -0.937 1.989 -3.474 0.261
H 0.718 1.427 -3.026 0.314
H -0.499 4.116 -2.401 0.381
H 1.068 3.540 -1.774 0.335
H 0.673 3.380 -4.739 0.389
H 0.886 5.004 -4.044 0.511
H 2.936 3.787 -2.779 0.424
H 2.834 2.735 -4.211 0.337
H 7.650 4.715 -2.756 0.420
H -2.715 -0.052 3.393 0.355
H -1.608 1.339 4.996 0.353
H 1.947 1.055 3.002 0.332
H 0.974 -0.318 1.299 0.399

[4]
71
Properties=species:S:1:pos:R:3:mulliken_charge:R:1 method="wB97M-V/def2-TZVPD" total_charge=+2 homo_lumo_gap_ev=7.208
Ga 0.809 -0.866 -0.031 0.330
C 0.667 -2.329 -3.465 -1.254
As 0.221 -0.721 -2.394 0.776
C 1.127 0.662 -3.314 -1.240
C -1.687 -0.472 -2.544 -0.515
C -2.732 -0.731 -1.439 3.004
C -2.569 -2.167 -0.981 -1.538
C -2.718 0.172 -0.238 -1.852
As -1.236 0.095 1.040 0.863
C -1.092 1.943 1.686 -1.248
C -1.973 -0.864 2.584 -1.232
C -4.053 -0.471 -2.108 -2.191
As -4.774 -1.253 -3.777 0.342
C -5.578 -2.979 -3.193 -1.147
C -3.234 -2.078 -4.770 -1.159
H 0.388 -2.061 -4.452 0.500
H 0.160 -3.232 -3.092 0.368
H 1.777 -2.469 -3.386 0.405
H 1.047 0.484 -4.365 0.477
H 2.214 0.677 -3.036 0.384
H 0.826 1.661 -3.010 0.479
H -2.010 -1.059 -3.398 -1.233
H -1.743 0.546 -2.845 0.820
H -1.652 -2.356 -0.393 0.075
H -2.583 -2.904 -1.783 0.228
H -3.431 -2.389 -0.345 0.491
H -3.657 -0.004 0.348 0.558
H -2.625 1.251 -0.484 0.547
H -2.143 2.191 1.924 0.553
H -0.839 2.504 0.738 0.402
H -0.300 1.957 2.428 0.356
H -3.040 -0.656 2.843 0.412
H -1.393 -0.689 3.470 0.440
H -1.806 -1.920 2.383 0.398
H -4.077 0.545 -2.337 0.674
H -4.922 -0.641 -1.444 0.543
H -6.507 -2.701 -2.672 0.351
H -4.964 -3.549 -2.529 0.336
H -5.886 -3.567 -4.050 0.390
H -2.585 -1.259 -5.133 0.349
H -3.705 -2.536 -5.698 0.411
H -2.731 -2.908 -4.250 0.271
S 1.842 -2.991 0.221 -0.345
C 2.693 -3.070 1.765 0.587
N 2.944 -2.105 2.577 0.138
C 3.849 -2.385 3.749 -0.619
C 3.965 -3.935 3.801 -0.622
S 3.426 -4.537 2.125 -0.034
H 2.545 -1.154 2.458 0.004
H 3.431 -2.051 4.657 0.354
H 4.776 -1.931 3.516 0.379
H 3.341 -4.408 4.566 0.351
H 4.959 -4.214 4.006 0.436
O 1.837 0.389 2.399 -0.893
C 1.910 1.160 1.443 0.283
O 1.685 0.709 0.206 -0.230
C 2.223 2.599 1.589 0.411
C 2.587 3.018 2.910 -0.662
C 2.846 4.354 3.198 -0.330
C 2.842 5.231 2.158 -0.219
C 2.603 4.814 0.878 -0.339
C 2.303 3.492 0.560 -0.525
N 2.887 5.749 -0.238 1.074
O 3.037 6.911 0.084 -0.581
O 2.977 5.243 -1.316 -0.587
N 3.171 4.794 4.528 1.028
O 3.061 3.937 5.363 -0.592
O 3.390 5.968 4.699 -0.573
H 2.698 2.230 3.653 0.601
H 3.013 6.253 2.376 0.697
H 2.168 3.079 -0.424 0.884

[5]
70
Properties=species:S:1:pos:R:3:mulliken_charge:R:1 method="wB97M-V/def2-TZVPD" total_charge=-1 e_above_lowest_ev=2.439 homo_lumo_gap_ev=7.025
Ir -1.995 2.242 -1.360 0.709
N -1.603 0.204 -1.962 -0.371
C -0.533 0.257 -2.977 0.351
C -0.847 1.396 -3.914 0.478
O -0.673 1.307 -5.126 -0.748
N -1.335 2.457 -3.252 -0.170
C -2.168 3.395 -3.977 -0.664
C -3.603 3.005 -3.636 0.744
O -4.546 3.305 -4.338 -0.696
O -3.688 2.320 -2.520 -0.682
H -1.305 -0.364 -1.174 -0.081
H -2.464 -0.169 -2.352 0.347
H -0.420 -0.666 -3.546 0.177
H 0.396 0.473 -2.450 -0.297
H -2.008 3.342 -5.051 0.362
H -2.016 4.417 -3.620 0.272
S -2.613 4.275 -0.326 -0.503
C -3.275 3.348 1.012 0.513
C -4.466 3.733 1.620 -0.895
C -5.009 3.005 2.674 0.700
C -6.266 3.407 3.241 -0.142
N -7.275 3.732 3.684 -0.557
C -4.331 1.881 3.159 0.335
C -3.125 1.507 2.576 -1.095
C -2.594 2.210 1.502 0.259
S -1.061 1.678 0.787 0.064
C -4.861 1.096 4.237 -0.193
N -5.263 0.445 5.096 -0.560
H -4.993 4.597 1.241 0.528
H -2.595 0.644 2.959 0.493
C 4.055 -1.273 2.446 -1.044
Si 2.692 -0.120 1.856 0.375
C 3.494 1.529 1.464 -1.180
C 1.489 0.133 3.271 -0.905
As 1.439 -0.746 -0.026 0.416
Si 3.059 -1.521 -1.554 0.349
C 2.339 -2.652 -2.865 -1.003
C 4.591 -2.380 -0.879 -1.147
C 3.629 0.056 -2.400 -1.064
Si 0.358 -2.673 0.797 0.537
C 1.313 -3.709 2.039 -1.190
C -1.230 -2.102 1.624 -0.893
C -0.126 -3.788 -0.643 -1.237
H 4.484 -0.868 3.366 0.378
H 4.854 -1.359 1.711 0.278
H 3.688 -2.278 2.658 0.252
H 3.861 2.005 2.377 0.380
H 2.768 2.201 1.000 0.299
H 4.337 1.419 0.778 0.271
H 2.027 0.337 4.200 0.455
H 0.853 -0.740 3.432 0.222
H 0.832 0.979 3.055 0.198
H 1.952 -3.579 -2.443 0.283
H 3.121 -2.911 -3.583 0.397
H 1.528 -2.169 -3.415 0.203
H 4.345 -3.142 -0.136 0.285
H 5.265 -1.662 -0.409 0.287
H 5.134 -2.865 -1.694 0.380
H 2.782 0.604 -2.819 0.305
H 4.333 -0.148 -3.211 0.378
H 4.120 0.719 -1.683 0.239
H 1.551 -3.131 2.934 0.267
H 2.252 -4.074 1.616 0.278
H 0.717 -4.572 2.343 0.407
H -1.053 -1.813 2.662 0.299
H -1.984 -2.893 1.620 0.509
H -1.646 -1.223 1.125 0.066
H 0.640 -4.542 -0.837 0.280
H -0.269 -3.222 -1.566 0.279
H -1.060 -4.308 -0.420 0.429

[6]
60
Properties=species:S:1:pos:R:3:mulliken_charge:R:1 method="wB97M-V/def2-TZVPD" total_charge=0 e_above_lowest_ev=6.224 homo_lumo_gap_ev=5.070
P 0.168 -2.955 0.909 1.408
P -0.049 2.719 1.269 1.583
C -0.319 -1.626 -0.134 -0.122
C 0.692 1.627 0.174 -0.560
H -1.452 -1.855 -0.391 0.330
H 0.524 -1.284 -0.833 -0.717
H 1.712 1.958 -0.055 0.251
H 0.008 1.642 -0.691 -0.585
C -1.782 2.951 0.769 -1.533
H -2.360 3.497 1.516 0.443
H -2.250 1.963 0.643 0.385
H -1.837 3.485 -0.176 0.435
C 1.159 4.057 1.247 -1.407
H 0.963 4.664 0.352 0.365
H 2.134 3.553 1.128 0.441
H 1.194 4.681 2.148 0.396
C -1.174 -4.124 0.525 -1.429
H -1.289 -4.964 1.223 0.414
H -1.033 -4.483 -0.502 0.320
H -2.079 -3.499 0.548 0.468
C 1.838 -3.362 0.345 -1.449
H 2.424 -2.442 0.261 0.424
H 1.848 -3.866 -0.634 0.357
H 2.382 -4.033 1.062 0.432
Be -0.045 0.075 -1.572 -0.690
C 0.615 1.017 -2.772 0.317
C -0.840 1.092 -2.647 -0.121
C -1.755 0.374 -3.567 -1.324
C -1.308 -1.087 -3.902 -0.891
C -0.501 -1.715 -2.834 0.137
C 0.853 -1.745 -2.785 0.064
C 1.752 -1.021 -3.706 -0.710
C 1.299 0.444 -3.966 -1.403
C 0.320 -2.298 2.562 -0.950
H 1.224 1.751 -2.246 0.623
H -1.269 1.986 -2.209 0.592
H -1.901 0.876 -4.521 0.315
H -2.733 0.331 -3.073 0.305
H -2.211 -1.674 -4.023 0.457
H -0.762 -1.109 -4.840 0.291
H -1.094 -2.423 -2.189 0.649
H 1.390 -2.533 -2.187 -0.130
H 1.791 -1.524 -4.676 0.298
H 2.767 -1.003 -3.309 0.365
H 2.192 1.029 -4.147 0.377
H 0.693 0.491 -4.864 0.307
H 0.431 -1.213 2.441 -0.025
H 1.152 -2.683 3.140 0.481
H -0.595 -2.459 3.128 0.327
F -0.535 1.940 6.807 -0.336
C -0.372 1.595 5.476 0.630
C 0.905 1.697 4.920 -0.812
C 0.996 1.669 3.527 -0.378
C -0.170 1.811 2.796 -0.275
C -1.355 1.279 3.341 -0.143
C -1.499 1.301 4.718 -0.726
H 1.797 1.865 5.561 0.383
H 1.944 1.553 3.016 0.532
H -2.126 0.859 2.692 0.408
H -2.476 1.149 5.208 0.404

[7]
77
Properties=species:S:1:pos:R:3:mulliken_spin:R:1 method="wB97M-V/def2-TZVPD" total_charge=+1 spin_multiplicity=6 s2=8.757 e_above_lowest_ev=0.205 homo_lumo_gap_ev="9.709 / 7.003"
Ru 0.253 2.655 -0.864 4.155
F 1.633 3.569 2.250 0.000
C 1.574 4.899 2.348 0.002
F 2.782 5.372 2.571 0.000
F 0.764 5.229 3.337 0.000
S 0.941 5.616 0.738 0.009
O 1.246 4.565 -0.255 0.073
O 1.565 6.872 0.578 0.009
N -0.631 5.756 0.933 0.006
S -1.470 4.523 0.504 -0.012
O -1.555 4.307 -0.942 0.069
O -1.065 3.262 1.148 0.039
C -3.159 4.967 1.103 0.000
F -3.605 6.001 0.424 0.000
F -3.116 5.231 2.391 0.000
F -3.930 3.905 0.880 0.000
C 3.472 -0.718 -1.861 0.002
C 2.161 -1.492 -1.657 0.001
C 1.109 -0.822 -2.552 0.044
C 2.367 -2.939 -2.150 0.002
Si 1.673 -1.562 0.181 -0.006
Br 0.886 0.702 0.702 0.141
C 0.129 -2.599 0.602 0.008
C -0.907 -2.573 -0.530 -0.004
C -0.595 -2.149 1.879 0.012
C 0.583 -4.063 0.789 0.004
C 3.110 -1.663 1.425 0.015
C 2.608 -1.848 2.864 0.007
C 4.016 -0.421 1.422 0.011
C 3.971 -2.889 1.052 0.002
H 3.684 -0.670 -2.932 0.000
H 4.323 -1.201 -1.384 0.000
H 3.407 0.310 -1.497 -0.003
H 1.453 -0.886 -3.589 0.000
H 1.007 0.238 -2.329 -0.028
H 0.130 -1.291 -2.502 0.003
H 2.737 -2.902 -3.179 0.000
H 1.439 -3.510 -2.162 0.001
H 3.103 -3.490 -1.562 -0.001
H -1.250 -1.560 -0.751 0.002
H -1.782 -3.148 -0.216 0.000
H -0.539 -3.017 -1.454 0.000
H -0.973 -1.128 1.813 0.000
H 0.022 -2.226 2.770 0.000
H -1.470 -2.787 2.024 0.000
H 1.093 -4.465 -0.088 0.000
H -0.305 -4.679 0.957 0.000
H 1.232 -4.192 1.655 0.000
H 1.965 -1.028 3.190 -0.001
H 3.476 -1.865 3.529 0.001
H 2.071 -2.784 3.010 0.001
H 3.495 0.474 1.764 -0.004
H 4.457 -0.208 0.452 -0.001
H 4.836 -0.601 2.123 0.001
H 3.401 -3.819 1.018 0.000
H 4.743 -3.010 1.817 0.000
H 4.481 -2.762 0.097 0.000
O -4.277 -1.389 2.318 0.000
C -5.210 -0.996 1.326 0.000
N -4.498 -0.190 0.374 0.000
C -4.307 -0.575 -0.913 0.001
O -4.818 -1.548 -1.425 0.001
C -3.366 0.278 -1.725 -0.007
C -3.533 0.335 -3.104 0.007
C -2.637 1.059 -3.869 -0.009
C -1.571 1.679 -3.242 0.037
N -1.392 1.593 -1.920 0.120
C -2.279 0.921 -1.171 0.002
H -4.754 -1.798 3.048 0.000
H -6.023 -0.416 1.770 0.000
H -5.618 -1.847 0.783 0.000
H -4.108 0.679 0.699 -0.001
H -4.363 -0.199 -3.551 0.000
H -2.744 1.137 -4.941 0.000
H -0.823 2.238 -3.790 -0.001
H -2.070 0.876 -0.108 -0.008
F 1.344 2.675 -2.445 0.298

Total energy for the records above, in order: -91781.0685 -78373.1294 -48343.9430 -295643.1616 -143435.9472 -44031.9788 -160288.7785 eV